No. 1
# C11H8FN2O2S

An isolated ion of composition C11H8FN2O2S and charge -1 (wB97M-V/def2-TZVPD, the Open Molecules 2025 dataset).

Last column: Löwdin charge in e.
Geometry (Å):
N (-3.844, 4.163, -0.402)  0.14
C (-3.138, 3.264, -0.614)  -0.19
C (-2.277, 2.155, -0.845)  -0.26
C (-0.914, 2.356, -1.037)  -0.03
C (-0.039, 1.280, -1.126)  -0.01
C (-0.521, -0.025, -0.938)  -0.15
C (0.478, -1.210, -0.644)  -0.24
C (-0.071, -2.444, -1.266)  -0.22
N (-0.396, -3.485, -1.654)  0.14
C (0.839, -1.588, 0.822)  -0.27
C (1.593, -0.851, 1.877)  -0.35
S (3.287, -0.869, 1.961)  0.57
O (3.857, -0.629, 0.660)  -0.35
O (3.888, -1.860, 2.812)  -0.35
F (3.584, 0.513, 2.809)  -0.27
C (-1.908, -0.241, -0.951)  -0.02
C (-2.770, 0.856, -0.830)  -0.03
H (-0.517, 3.356, -1.105)  0.11
H (1.032, 1.422, -1.335)  0.13
H (1.447, -0.953, -1.106)  0.14
H (-0.115, -1.860, 1.325)  0.11
H (1.530, -2.473, 0.643)  0.12
H (1.133, -0.303, 2.701)  0.04
H (-2.325, -1.257, -1.046)  0.12
H (-3.832, 0.682, -0.709)  0.11

As for the HOMO energy: -0.128 Eh. As for the SMILES: N#Cc1ccc([C@H](C#N)CC=[S@](=O)([O-])F)cc1. The calculation puts the relative energy (zero: lowest compared OMol25 entry of this formula, charge and spin) at 0.409 eV. The charge is -1. The HOMO-LUMO gap is 6.00 eV.

No. 2
# C11H8N4

One molecule with the formula C11H8N4 (wB97M-V/def2-TZVPD, the Open Molecules 2025 dataset).

Last column: Löwdin charge in e.
Geometry (Å):
C (-1.688, 2.053, -1.572)  -0.13
C (1.061, -0.925, 2.754)  -0.09
C (-0.905, 0.833, -1.335)  -0.11
C (0.852, -0.793, 1.264)  -0.10
C (-0.594, 0.992, 0.098)  -0.10
C (-0.032, 0.335, 1.175)  -0.11
C (-0.811, -0.162, -2.322)  -0.02
C (1.682, -1.634, 0.535)  -0.06
C (-0.112, -1.475, -2.397)  -0.08
C (1.940, -1.666, -0.895)  -0.10
C (1.021, -1.766, -1.815)  -0.01
N (-1.793, 2.821, -0.553)  0.04
N (0.374, -0.049, 3.390)  0.01
N (-1.084, 2.252, 0.428)  0.00
N (-0.308, 0.713, 2.540)  0.00
H (-2.100, 2.226, -2.596)  0.13
H (1.642, -1.518, 3.425)  0.11
H (-1.469, 0.046, -3.046)  0.05
H (2.303, -2.206, 1.098)  0.06
H (-0.760, -2.066, -3.056)  0.11
H (3.129, -1.774, -1.080)  0.16
H (-1.130, 2.623, 1.338)  0.12
H (-1.218, 1.140, 2.624)  0.14

As for the HOMO energy (alpha / beta): -0.256 / -0.260 Eh. The calculation puts the relative energy (zero: lowest compared OMol25 entry of this formula, charge and spin) at 2.694 eV. The HOMO-LUMO gap (alpha / beta) is 5.92 / 6.17 eV.

No. 3
# C11H8NaO4S

C11H8NaO4S as an isolated structure (wB97M-V/def2-TZVPD, the Open Molecules 2025 dataset).

Last column: Löwdin charge in e.
Geometry (Å):
O (-1.615, -1.648, 2.748)  -0.10
C (-1.654, -1.208, 1.550)  -0.23
C (-2.881, -1.406, 0.562)  -0.01
C (-3.118, -0.589, -0.588)  -0.45
S (-4.543, -0.937, -1.701)  0.77
C (-2.072, 0.609, -0.884)  -0.28
O (-2.411, 1.588, -1.603)  0.07
C (-0.610, 0.482, -0.271)  -0.01
C (0.623, 1.224, -0.895)  0.08
C (1.989, 0.968, -0.206)  -0.11
C (3.288, 1.683, -0.862)  -0.12
O (3.946, 0.627, -1.652)  -0.19
O (3.102, 0.181, -2.614)  -0.06
C (2.228, 0.064, 1.028)  0.02
C (1.002, -0.657, 1.638)  0.02
C (-0.381, -0.447, 0.976)  -0.05
H (-3.630, -2.258, 0.744)  0.12
H (-5.749, -0.747, -1.040)  -0.10
H (0.558, 1.907, -1.806)  0.13
H (3.007, 2.560, -1.545)  0.14
H (4.023, 1.990, -0.046)  0.14
H (2.699, -0.689, -2.345)  0.13
H (3.277, -0.058, 1.448)  0.12
H (1.134, -1.335, 2.540)  0.10
Na (-2.212, -1.907, 4.822)  0.86

As for the HOMO energy: -0.446 Eh. The charge is +1. The HOMO-LUMO gap is 7.28 eV.

No. 4
# C11H8OS2

One molecule with the formula C11H8OS2 (wB97M-V/def2-TZVPD, the Open Molecules 2025 dataset).

Last column: Löwdin charge in e.
Geometry (Å):
C (0.895, 3.275, -0.580)  -0.10
C (0.497, 2.392, -1.504)  -0.12
O (-0.164, 1.210, -1.209)  -0.04
C (-0.693, 1.126, 0.081)  -0.70
C (0.319, 1.638, 1.149)  -0.07
C (0.952, 2.772, 0.763)  -0.13
S (-2.157, 2.203, 0.253)  0.66
S (-3.556, 0.744, -0.290)  0.62
C (-2.448, -0.615, -0.192)  -0.56
C (-2.748, -2.007, -0.413)  -0.09
C (-1.796, -2.992, -0.323)  -0.10
C (-0.507, -2.706, 0.110)  -0.08
C (-0.160, -1.371, 0.280)  -0.04
C (-1.156, -0.395, 0.240)  -0.20
H (1.448, 4.184, -1.067)  0.15
H (0.764, 2.531, -2.506)  0.11
H (0.733, 1.136, 2.040)  0.12
H (1.624, 3.242, 1.517)  0.12
H (-3.776, -2.335, -0.727)  0.12
H (-2.169, -4.030, -0.487)  0.12
H (0.350, -3.353, 0.215)  0.10
H (0.709, -1.336, 0.922)  0.12

As for the HOMO energy: -0.289 Eh. As for the SMILES: C1=CO[C@@]2(C=C1)SSc1ccccc12. The calculation puts the relative energy (zero: lowest compared OMol25 entry of this formula, charge and spin) at 0.000 eV. The HOMO-LUMO gap is 8.55 eV.

| no. | largest force on an atom (eV/Å) |
| --- | --- |
| 1 | 2.47 |
| 2 | 4.46 |
| 3 | 5.00 |
| 4 | 3.77 |